Below is a molecular structure, C2H3N2O2 at a distorted geometry, with properties calculated with wB97M-V/def2-TZVPD.

Values from the calculation:
Total energy   -337.46997 hartree
Gap between HOMO and LUMO (spin up / spin down)   7.4 / 7.4 eV
LUMO energy (spin up / spin down)   -8.47 / -8.48 eV
Spin multiplicity   1
Charge   +1
Energy above the lowest of the compared OMol25 structures with the same formula, charge and spin   168.3 kcal/mol
HOMO (spin up / spin down)   -0.583 / -0.582 Ha

Structure (XYZ):
```
9
Properties=species:S:1:pos:R:3:nbo_charge:R:1
O -1.01841 2.23336 -1.40846 -0.010
N 0.59158 0.10782 0.25949 -0.510
O 1.56550 -0.69345 1.83581 -0.380
H 1.60626 0.26202 -0.07449 0.472
N -0.96237 1.11748 -1.36531 0.378
H -0.31923 -1.31293 1.55250 0.186
C -0.79301 -0.02285 -1.04270 0.056
C 0.47925 -0.69431 1.33731 0.502
H -1.14957 -0.99714 -1.09414 0.306
```

---

Below is a single C2H3N2P3 molecule at a distorted geometry, with properties calculated with wB97M-V/def2-TZVPD.

Values from the calculation:
Total energy   -1211.41140 hartree
Gap between HOMO and LUMO (spin up / spin down)   6.7 / 7.3 eV
LUMO energy (spin up / spin down)   -1.41 / -1.40 eV
Spin multiplicity   1
Energy above the lowest of the compared OMol25 structures with the same formula, charge and spin   86.2 kcal/mol
HOMO (spin up / spin down)   -0.300 / -0.321 Ha

Structure (XYZ):
```
10
Properties=species:S:1:pos:R:3:nbo_charge:R:1
H -0.56574 0.14850 0.79102 0.238
H 0.90243 0.58400 -0.05753 0.234
P -1.42058 1.46785 -1.12997 1.163
P -3.85182 0.29064 0.53790 1.194
P -1.28084 -2.24954 -0.63039 0.655
N -3.47948 -1.17027 0.71738 -0.964
N -2.80278 1.10292 -0.51296 -1.318
C -0.17880 -0.95941 -0.77869 -0.665
H 0.65920 -1.24422 -1.40281 0.230
C -0.11802 0.33524 -0.09359 -0.768
```